(1)
Formula: C11H12N2O2
Source: the Open Molecules 2025 dataset
Level of theory: ωB97M-V/def2-TZVPD

```
27
Properties=species:S:1:pos:R:3:forces:R:3
C 1.7967 0.1245 -1.9378 -1.25 -0.88 -3.99
C 1.6231 0.4626 -0.7188 -1.18 1.13 3.91
C 2.6418 0.5152 0.3904 0.74 -1.29 2.28
C 0.2883 1.0202 -0.1912 0.09 -1.61 -1.68
C -0.8878 0.3433 -0.0291 0.46 1.38 -0.51
C -2.0677 1.0700 0.2881 -0.25 2.39 1.35
C -3.3001 0.5688 0.1758 0.94 1.86 0.94
N -3.5233 -0.6167 -0.4111 -2.56 -0.98 -1.53
C -2.5584 -1.3236 -0.7981 2.40 1.79 2.79
C -1.2001 -1.0523 -0.2488 0.93 -0.29 -1.22
C -0.3819 -2.0173 0.1935 -1.60 -0.98 0.42
C 0.5876 -1.7726 1.2330 2.69 -2.58 2.56
N 0.3439 2.4706 -0.0644 2.59 0.46 0.68
O -0.1140 3.0118 0.9146 -1.08 0.34 0.55
O 1.1430 3.0509 -0.7944 -0.82 -0.38 -0.47
H 2.6221 -0.3089 -2.4330 1.54 -0.29 0.43
H 1.0315 0.2021 -2.7328 -0.16 0.23 0.97
H 2.2160 0.0722 1.4021 0.69 1.41 -2.04
H 2.9138 1.5885 0.5763 0.06 -1.06 -0.13
H 3.5469 -0.1699 0.2955 -0.89 1.27 -0.55
H -1.9007 2.0889 0.6930 -0.60 -0.96 -0.36
H -4.1018 1.2138 0.5275 -0.34 -0.57 -0.27
H -2.6988 -2.2212 -1.2337 -0.71 -2.95 -1.64
H -0.6895 -3.0560 0.1268 -0.06 -0.07 -0.58
H 0.6725 -0.7492 1.4572 0.07 0.99 0.36
H 1.6536 -2.1982 1.0626 -1.63 0.75 -0.19
H 0.3432 -2.3174 2.2566 -0.04 0.90 -2.08
```
Positions in Å, forces in eV/Å.

Computed properties:
2S+1: 1
Structure (SMILES): C=C(C)/C(=c1/ccnc/c1=C/C)[N+](=O)[O-]
Energy: -18669.8577 eV

Atom charges from the Mulliken analysis, given in e for atoms 1 to 6: atom 1 (C): -1.14, atom 2 (C): 0.76, atom 3 (C): -1.23, atom 4 (C): -0.15, atom 5 (C): 1.26, atom 6 (C): -1.12

=====

(2)
Formula: C20H29BrN2O2
Source: the Open Molecules 2025 dataset
Level of theory: ωB97M-V/def2-TZVPD

```
54
Properties=species:S:1:pos:R:3:forces:R:3
C -5.4047 -3.1760 -0.5085 0.04 -0.21 0.06
O -5.6830 -1.8468 -0.8865 -0.10 0.25 -0.10
C -4.8685 -0.8619 -0.4380 0.21 0.27 0.09
C -5.2165 0.4411 -0.8061 0.01 -0.23 0.05
C -4.4581 1.5084 -0.3813 0.00 -0.04 -0.02
C -3.3295 1.2962 0.3987 0.25 0.02 0.10
Br -2.3821 2.8424 0.9872 -0.19 0.12 -0.06
C -2.9503 0.0115 0.7620 -0.25 0.19 -0.06
C -1.7738 -0.3531 1.6237 0.12 0.27 -0.09
O -1.8687 -1.2199 2.4736 -0.11 -0.29 0.15
N -0.6393 0.3169 1.3647 0.17 -0.10 -0.06
C 0.6245 -0.0054 1.9727 0.16 -0.11 0.00
C 1.6687 -0.2836 0.8520 -0.21 -0.31 0.70
N 1.5580 0.8813 -0.0370 0.27 0.01 -0.20
C 2.2395 2.0874 0.3962 -0.21 0.29 0.13
C 1.5513 3.3242 -0.1816 0.34 -0.02 -0.09
C 1.5425 3.2564 -1.7028 -0.28 -0.05 0.11
C 0.9029 1.9413 -2.1267 0.34 -0.04 -0.10
C 1.6288 0.7598 -1.4762 -0.31 0.05 -0.31
C 3.0437 -0.4854 1.5235 -0.04 0.19 -0.31
C 4.0938 -1.0540 0.5756 -0.03 -0.19 0.25
C 3.6495 -2.4209 0.0725 0.04 0.18 -0.27
C 2.3327 -2.2801 -0.6805 -0.01 -0.12 0.16
C 1.2647 -1.6174 0.1920 0.07 0.18 -0.27
C -3.7393 -1.0582 0.3463 -0.19 -0.22 -0.12
H -6.1949 -3.7783 -0.9532 0.08 0.00 0.05
H -4.4355 -3.5071 -0.8941 -0.03 0.02 0.03
H -5.4242 -3.2954 0.5786 0.02 0.01 -0.03
H -6.0944 0.5921 -1.4130 -0.11 0.03 -0.08
H -4.7410 2.5150 -0.6489 -0.02 0.06 -0.01
H -0.5365 0.9246 0.5614 -0.24 -0.07 0.06
H 0.4779 -0.8736 2.6167 0.10 0.08 -0.03
H 0.9506 0.8357 2.5927 0.08 -0.06 0.05
H 2.2103 2.1564 1.4833 0.09 -0.05 0.00
H 3.2973 2.0887 0.0773 0.00 -0.03 0.10
H 0.5262 3.3720 0.1887 -0.04 -0.01 0.06
H 2.0765 4.2178 0.1591 0.00 0.05 0.05
H 0.9917 4.1011 -2.1194 0.06 0.05 -0.05
H 2.5677 3.3012 -2.0792 0.05 0.04 -0.04
H 0.9359 1.8286 -3.2120 -0.04 -0.02 -0.04
H -0.1442 1.9333 -1.8159 -0.09 -0.06 -0.01
H 1.1345 -0.1535 -1.7992 0.10 -0.02 0.03
H 2.6719 0.7450 -1.8423 -0.03 -0.08 -0.01
H 3.3996 0.4509 1.9519 -0.05 0.03 0.11
H 2.9059 -1.1868 2.3499 -0.02 -0.01 0.10
H 4.2384 -0.3805 -0.2712 0.06 0.08 -0.07
H 5.0476 -1.1384 1.1012 0.04 0.07 -0.05
H 4.4087 -2.8503 -0.5844 0.01 -0.07 0.05
H 3.5204 -3.0942 0.9230 0.03 -0.08 0.05
H 2.5133 -1.7071 -1.5894 -0.01 -0.01 -0.07
H 1.9686 -3.2654 -0.9819 -0.01 0.03 -0.08
H 0.3414 -1.4861 -0.3761 -0.07 -0.02 0.06
H 1.0363 -2.3098 1.0056 -0.07 0.03 0.04
H -3.4371 -2.0400 0.6749 -0.02 -0.09 0.03
```
Positions in Å, forces in eV/Å.

Computed properties:
2S+1: 1
Structure (SMILES): COc1ccc(Br)c(C(=O)NCC2(N3CCCCC3)CCCCC2)c1
Energy: -98329.1424 eV

Atom charges from the Mulliken analysis, given in e for atoms 1 to 6: atom 1 (C): -0.79, atom 2 (O): -0.45, atom 3 (C): 0.64, atom 4 (C): -0.64, atom 5 (C): -0.58, atom 6 (C): 0.09

=====

(3)
Formula: C2H7NOS
Source: the Open Molecules 2025 dataset
Level of theory: ωB97M-V/def2-TZVPD

```
12
Properties=species:S:1:pos:R:3:forces:R:3
C -1.5812 1.5632 -0.2849 0.61 -1.51 0.72
C 2.1740 -1.0946 -0.8420 -3.47 -2.25 0.22
N -0.3619 -0.2120 1.6307 2.10 2.69 -1.34
O -1.4229 -1.0331 -0.4698 -0.53 -0.61 -0.82
S -0.6369 0.1188 -0.0667 0.26 -0.15 1.73
H -2.1466 1.3533 -1.1501 -0.99 0.28 -0.91
H -1.0587 2.4780 -0.1950 0.33 0.92 0.20
H 1.6660 -0.4270 -1.5053 1.23 1.07 -0.48
H 3.1861 -1.2416 -0.4987 -0.19 0.26 -0.22
H 1.2773 -1.8439 -0.6803 2.54 0.83 0.37
H -1.2185 -0.3447 2.1151 -1.12 0.09 0.43
H 0.1232 0.6835 1.9469 -0.78 -1.64 0.09
```
Positions in Å, forces in eV/Å.

Computed properties:
2S+1: 1
Energy: -16554.5038 eV

Atom charges from the Mulliken analysis, given in e for atoms 1 to 6: atom 1 (C): -0.75, atom 2 (C): -0.90, atom 3 (N): -0.53, atom 4 (O): -0.55, atom 5 (S): 0.56, atom 6 (H): 0.32

=====

(4)
Formula: C36H46IrN5O2P
Source: the Open Molecules 2025 dataset
Level of theory: ωB97M-V/def2-TZVPD

```
91
Properties=species:S:1:pos:R:3:forces:R:3
Ir 1.0022 0.0912 0.2406 -0.06 -0.11 0.41
O 4.7593 1.7745 -0.1496 0.01 0.00 -0.02
C 3.5870 1.4422 -0.1277 -0.10 0.00 0.13
N 3.0877 0.2604 0.3204 0.10 0.03 -0.27
C 3.8537 -0.2447 1.4480 -0.11 -0.11 -0.06
C 2.9281 -0.5365 2.5954 0.04 0.01 -0.01
C 3.4279 -1.1326 3.7467 -0.02 0.02 0.03
C 2.5802 -1.3894 4.8053 0.00 0.00 -0.02
C 1.2415 -1.0527 4.6725 -0.02 0.01 0.01
C 0.8147 -0.4744 3.4952 -0.08 0.05 0.00
N 1.6349 -0.2021 2.4691 -0.05 0.05 -0.23
C 2.5174 2.4667 -0.3875 0.05 0.02 -0.01
C 2.8431 3.7750 -0.6843 0.01 -0.01 0.02
C 1.8371 4.7274 -0.7090 -0.01 -0.01 0.02
C 0.5340 4.3237 -0.4665 0.03 -0.03 -0.04
C 0.2733 2.9914 -0.2044 0.04 -0.06 -0.34
N 1.2544 2.0829 -0.1333 0.07 0.04 -0.04
H 4.5720 0.5198 1.7576 0.04 -0.03 -0.01
H 4.4612 -1.1306 1.2388 -0.07 -0.08 -0.07
H 4.4804 -1.3803 3.7966 0.00 0.00 0.00
H 2.9527 -1.8460 5.7128 0.00 0.00 0.00
H 0.5260 -1.2362 5.4614 0.01 0.00 0.00
H -0.2259 -0.2297 3.3585 -0.13 0.07 -0.06
H 3.8844 4.0089 -0.8551 0.00 0.00 0.00
H 2.0640 5.7640 -0.9184 0.00 0.00 -0.01
H -0.2898 5.0227 -0.4908 0.00 0.01 -0.01
H -0.7263 2.6232 -0.0421 0.27 0.00 -0.32
C 1.7964 0.1909 -4.5778 -0.08 0.02 0.09
C 1.6266 0.7953 -3.1745 -0.03 -0.01 -0.01
C 1.1888 2.2458 -3.3960 -0.02 0.05 0.07
P 0.5243 -0.1354 -1.9712 0.11 0.13 -0.20
C 0.4451 -1.8285 -2.7142 0.08 0.08 -0.07
C 1.7521 -2.6224 -2.6733 -0.16 -0.16 -0.15
C -0.7161 -2.6975 -2.2537 -0.08 0.03 0.07
C -1.1481 0.4620 -2.0592 -0.02 0.00 0.03
C -1.8453 0.6819 -3.2550 0.00 0.00 0.03
C -3.1807 1.0206 -3.2636 -0.01 0.00 0.00
C -3.9372 1.2707 -4.5393 0.00 0.00 0.00
C -3.8146 1.1233 -2.0150 -0.01 0.00 -0.01
C -3.1621 0.8946 -0.8265 0.00 -0.05 0.02
C -1.7918 0.5381 -0.8080 0.06 0.05 0.02
N -1.0838 0.3206 0.3477 -0.02 -0.23 -0.14
C -1.8445 0.1750 1.5487 0.02 0.08 0.05
C -1.9266 1.2348 2.4583 0.05 0.01 0.19
C -1.2181 2.5418 2.2259 -0.10 -0.05 0.29
C -2.6619 1.0836 3.6332 0.03 0.03 0.02
C -3.3359 -0.0885 3.9357 0.01 -0.01 -0.03
C -4.1389 -0.2318 5.1987 -0.01 0.00 0.00
C -3.2634 -1.1251 3.0116 0.02 0.03 0.01
C -2.5446 -1.0132 1.8287 0.05 0.02 0.01
C -2.5436 -2.1661 0.8709 0.03 -0.02 -0.07
H 2.4926 0.8229 -5.1310 0.00 -0.01 0.01
H 0.8536 0.2032 -5.1283 -0.01 -0.02 0.01
H 2.1912 -0.8160 -4.6014 0.06 -0.20 0.07
H 2.6036 0.7969 -2.6776 0.01 -0.02 -0.03
H 0.2363 2.2873 -3.9220 -0.02 -0.01 -0.02
H 1.9345 2.7427 -4.0187 0.00 0.00 0.02
H 1.0844 2.8219 -2.4873 -0.05 0.02 0.03
H 0.2295 -1.5470 -3.7500 0.05 -0.06 -0.04
H 1.8266 -3.1842 -1.7443 -0.18 0.06 -0.54
H 2.6482 -2.0098 -2.7573 0.09 0.12 -0.06
H 1.7645 -3.3489 -3.4878 0.02 0.06 -0.06
H -0.5696 -3.0488 -1.2346 -0.04 0.01 0.03
H -0.7788 -3.5723 -2.9044 -0.01 0.00 0.00
H -1.6668 -2.1691 -2.3029 -0.02 0.00 0.02
H -1.3250 0.5780 -4.2022 0.01 0.00 -0.01
H -3.2986 1.1240 -5.4101 0.00 0.00 0.00
H -4.3241 2.2906 -4.5781 0.00 0.00 0.00
H -4.7897 0.5961 -4.6331 0.00 0.00 0.00
H -4.8651 1.3920 -1.9842 0.00 0.00 0.00
H -3.7023 0.9794 0.1075 -0.01 0.00 0.01
H -1.6742 3.0997 1.4055 -0.10 -0.01 0.20
H -0.1617 2.3969 1.9893 -0.15 -0.03 0.19
H -1.2793 3.1667 3.1158 -0.02 0.00 0.03
H -2.7039 1.9144 4.3295 0.00 0.00 0.00
H -3.9452 0.5898 5.8868 0.00 0.00 0.00
H -3.9086 -1.1677 5.7092 0.00 0.00 0.00
H -5.2079 -0.2376 4.9783 0.00 0.00 0.00
H -3.7896 -2.0524 3.2133 0.00 0.00 0.00
H -3.0506 -3.0263 1.3067 -0.01 0.00 0.00
H -1.5238 -2.4429 0.6204 -0.01 -0.02 -0.05
H -3.0530 -1.9108 -0.0603 -0.01 0.03 -0.03
C 1.0205 -4.1851 1.2977 0.03 0.00 0.00
C 1.4651 -2.9050 0.6656 0.00 -0.01 0.12
N 2.6665 -2.8378 0.1105 0.21 0.17 0.61
O 0.6693 -1.9448 0.6611 0.12 0.04 0.02
H 1.7783 -4.9635 1.2513 0.00 0.00 0.00
H 0.1163 -4.5269 0.7935 -0.01 0.00 0.00
H 0.7608 -3.9836 2.3368 0.00 0.00 0.00
H 3.2835 -3.6310 0.1120 0.03 0.01 0.00
H 2.9419 -1.9806 -0.3576 0.08 0.02 0.16
```
Positions in Å, forces in eV/Å.

Computed properties:
2S+1: 1
Total charge: +1
Energy: -61751.0727 eV

Atom charges from the Mulliken analysis, given in e for atoms 1 to 6: atom 1 (Ir): 2.23, atom 2 (O): -0.75, atom 3 (C): -0.12, atom 4 (N): -0.61, atom 5 (C): -1.51, atom 6 (C): 0.96

=====

(5)
Formula: C30H32F6IrNO3S
Source: the Open Molecules 2025 dataset
Level of theory: ωB97M-V/def2-TZVPD

```
74
Properties=species:S:1:pos:R:3:forces:R:3
Ir -1.4182 0.7269 0.6937 0.07 0.94 -0.55
C -1.3974 2.2963 2.2777 -0.46 -1.37 -1.05
C -2.2541 1.1917 2.6401 -0.89 0.12 0.94
C -3.3378 1.1087 1.7024 0.91 -0.80 0.42
C -3.1187 2.1000 0.6891 1.40 1.30 -0.09
C -1.8979 2.8174 1.0291 -1.47 0.97 -0.14
C -1.3846 4.0618 0.3784 -0.06 0.03 0.06
C -4.0126 2.3887 -0.4717 0.01 -0.07 0.08
C -4.4836 0.1495 1.7482 0.07 0.01 0.02
C -2.1058 0.2951 3.8302 -0.15 0.10 -0.06
C -0.2462 2.8253 3.0707 0.24 -0.11 -0.25
H -0.2962 4.0538 0.3110 0.03 0.01 -0.01
H -1.6839 4.9317 0.9702 0.05 0.12 -0.03
H -1.7724 4.1870 -0.6314 0.00 -0.01 0.15
H -4.4687 1.4750 -0.8476 -0.03 -0.04 0.01
H -3.4500 2.8290 -1.2868 0.05 0.07 -0.11
H -4.8145 3.0798 -0.1938 0.02 -0.03 0.07
H -4.8320 -0.0891 0.7440 0.00 0.00 -0.01
H -5.3217 0.5708 2.3143 0.04 0.06 -0.03
H -4.2021 -0.7944 2.2117 0.04 -0.02 0.03
H -2.2365 -0.7459 3.5356 0.00 -0.09 0.00
H -2.8552 0.5277 4.5919 0.03 0.00 0.06
H -1.1195 0.3949 4.2774 0.07 -0.03 0.04
H 0.6445 2.9637 2.4530 -0.09 0.04 -0.05
H 0.0268 2.1483 3.8772 -0.05 -0.03 0.02
H -0.4940 3.7970 3.5110 -0.09 -0.08 -0.07
S -3.3312 -3.3853 1.9826 -0.30 -0.07 -0.09
C -2.6152 -2.7177 0.6082 0.79 0.74 -0.50
C 4.7724 1.9920 0.1350 -0.01 0.03 0.03
C 4.3470 0.6422 -0.3840 -0.02 0.04 -0.03
C 5.0892 0.0584 -1.4062 0.01 -0.01 -0.02
C 4.7012 -1.1571 -1.9426 -0.02 0.05 0.03
C 3.5843 -1.8064 -1.4520 0.01 -0.07 -0.01
C 2.8499 -1.2579 -0.3998 -0.34 -0.13 0.01
N 1.6760 -1.8354 0.1056 0.13 0.19 -0.04
C 1.1820 -3.1074 -0.0980 0.02 -0.36 -0.15
C 2.0214 -4.1934 -0.4006 -0.10 0.18 0.04
C 1.5008 -5.4437 -0.6614 -0.02 -0.17 -0.04
C 0.1302 -5.6781 -0.6170 0.13 -0.06 -0.01
C -0.7015 -4.6495 -0.2358 0.03 0.14 0.01
C -0.2093 -3.3704 0.0484 0.17 0.18 0.23
C -1.1352 -2.4064 0.6626 0.28 -0.81 -0.26
O -3.0002 -2.3410 -0.5073 -0.97 -0.30 0.39
O -0.7411 -1.3324 1.1420 0.34 -0.12 0.78
C 3.2224 -0.0098 0.1294 0.10 0.13 -0.03
C 2.3806 0.6174 1.2041 0.03 0.06 0.14
H 5.6455 2.3475 -0.4110 0.01 0.00 0.00
H 5.0317 1.9545 1.1953 0.00 0.00 0.01
H 3.9816 2.7359 0.0206 -0.02 -0.01 -0.01
H 5.9593 0.5747 -1.7931 0.01 0.00 -0.01
H 5.2526 -1.5919 -2.7672 0.01 0.00 0.00
H 3.2491 -2.7144 -1.9256 -0.01 -0.04 -0.02
H 0.9476 -1.1753 0.3614 0.14 -0.08 0.03
H 3.0915 -4.0558 -0.4084 0.02 0.01 0.02
H 2.1829 -6.2523 -0.8969 -0.01 -0.02 0.00
H -0.2726 -6.6573 -0.8364 0.00 -0.02 0.00
H -1.7630 -4.8211 -0.1217 -0.01 -0.02 0.00
H 2.1967 -0.0867 2.0182 -0.04 -0.03 0.01
H 1.4038 0.9280 0.8204 -0.01 -0.06 -0.08
H 2.8477 1.5075 1.6214 0.06 -0.06 0.02
C 0.9910 -0.1072 -2.9340 -0.01 -0.05 0.05
C -0.2228 0.5595 -2.2820 0.14 0.16 0.01
O -0.2698 0.2515 -0.9539 -0.26 -0.48 0.17
C -1.5029 0.0427 -2.9837 0.09 -0.02 -0.23
F -1.4974 -1.2916 -3.0415 -0.02 0.16 0.01
F -1.5898 0.4936 -4.2703 0.04 -0.06 0.26
F -2.6200 0.4259 -2.3654 -0.07 -0.01 -0.01
C -0.0720 2.0847 -2.4970 0.00 0.22 -0.10
F -1.2126 2.7770 -2.3002 0.11 -0.15 -0.12
F 0.3556 2.4084 -3.7420 -0.10 -0.04 0.23
F 0.8405 2.5834 -1.6403 -0.09 -0.08 -0.11
H 0.9535 -1.1626 -2.6802 0.04 -0.06 0.01
H 1.8978 0.3220 -2.5093 0.02 -0.01 -0.01
H 1.0033 0.0108 -4.0161 -0.02 0.01 -0.02
```
Positions in Å, forces in eV/Å.

Computed properties:
2S+1: 2
Total charge: -1
Energy: -69243.5321 eV

Atom charges from the Mulliken analysis, given in e for atoms 1 to 6: atom 1 (Ir): 0.81, atom 2 (C): 0.13, atom 3 (C): 0.93, atom 4 (C): 0.28, atom 5 (C): 0.00, atom 6 (C): 1.03

=====

(6)
Formula: C3H12O4
Source: the Open Molecules 2025 dataset
Level of theory: ωB97M-V/def2-TZVPD

```
19
Properties=species:S:1:pos:R:3:forces:R:3
O 0.9299 1.7802 0.4797 0.49 0.54 3.21
C 1.4786 0.8286 1.4844 0.58 -0.90 -0.49
C 0.8349 -0.5701 1.2348 -0.41 -1.44 1.34
C 1.2305 -1.8833 2.0965 3.89 2.15 0.94
O 0.7786 -3.1780 1.8559 -1.16 0.41 -2.05
H 0.9983 2.6348 1.0055 -0.32 -1.28 -1.48
H 1.4307 1.1048 2.5482 -0.61 0.55 -0.40
H 2.5693 0.7881 1.2658 -0.57 -0.31 0.16
H 1.2478 -0.7802 0.2903 -0.37 -0.53 -1.79
H -0.2654 -0.5724 1.2808 0.34 0.56 -0.53
H 1.0091 -1.7506 3.1353 -0.11 0.57 0.69
H 2.3943 -1.9574 2.0268 -1.58 0.45 0.24
H 0.7690 -3.2083 0.8872 -0.17 -0.79 0.14
O 0.9062 3.7879 -3.0974 -0.21 0.24 2.58
H 0.0903 4.0817 -3.4628 -0.50 0.14 -0.96
H 1.5466 3.5163 -3.7119 0.72 -0.36 -1.62
O -5.3736 -1.3479 -2.9112 -1.29 -0.33 0.73
H -4.7423 -0.8672 -2.3383 -1.06 -0.51 -0.09
H -6.2399 -1.5793 -2.4367 2.35 0.84 -0.64
```
Positions in Å, forces in eV/Å.

Computed properties:
2S+1: 1
Structure (SMILES): OCCCO.O.O
Energy: -11493.5316 eV

Atom charges from the Mulliken analysis, given in e for atoms 1 to 6: atom 1 (O): -0.48, atom 2 (C): -0.46, atom 3 (C): -0.46, atom 4 (C): -0.47, atom 5 (O): -0.48, atom 6 (H): 0.31

=====

(7)
Formula: C3H3N3O
Source: the Open Molecules 2025 dataset
Level of theory: ωB97M-V/def2-TZVPD

```
10
Properties=species:S:1:pos:R:3:forces:R:3
N 0.1176 -2.0264 2.0471 0.04 0.22 -0.56
C 0.0661 -1.6020 0.8984 0.02 0.02 0.00
N 0.1898 -1.0907 -0.2084 0.01 -0.21 0.49
N -0.8105 -0.3693 -0.8203 0.02 0.42 0.01
C -0.5779 0.8700 -1.0268 -0.10 -0.27 0.03
C 0.6327 1.6674 -0.6424 0.38 -0.22 0.15
O 1.6225 1.2208 -0.1149 -0.52 0.31 -0.24
H -0.2723 -2.9474 2.2059 -0.05 -0.05 0.02
H -1.3713 1.4099 -1.5445 0.13 -0.11 0.05
H 0.5476 2.7425 -0.9036 0.07 -0.10 0.04
```
Positions in Å, forces in eV/Å.

Computed properties:
2S+1: 1
Structure (SMILES): N=C=N/N=C\C=O
Energy: -9674.4261 eV

Atom charges from the Mulliken analysis, given in e for atoms 1 to 6: atom 1 (N): -0.52, atom 2 (C): 0.53, atom 3 (N): -0.26, atom 4 (N): -0.31, atom 5 (C): -0.05, atom 6 (C): 0.13